# C65H170N20O25

A cluster of 15 separate species, C65H170N20O25 in total at a distorted geometry (ωB97M-V/def2-TZVPD, OMol25).

Calculated values
HOMO-LUMO gap ... 8.46 eV
Net charge ... 0
Spin multiplicity ... 1
E_LUMO ... 0.2 eV

Each atom is followed by the atoms it is bonded to, with distances in Å.
Geometry (Å):
1 C -11.33512 3.92003 0.50063  O2 1.434, H10 1.090, H11 1.090, H12 1.090
2 O -11.71304 2.82661 -0.34596  C1 1.434, C3 1.447
3 C -10.69598 1.86606 -0.71759  O2 1.447, C4 1.521, H13 1.090, H14 1.090
4 C -9.55412 2.55515 -1.44978  C3 1.521, N5 1.469, H15 1.090, H16 1.090
5 N -8.42495 1.65763 -1.72563  C4 1.469, C6 1.523, H17 1.010
6 C -7.44921 2.49906 -2.53771  N5 1.523, C7 1.548, H18 1.090, H19 1.090
7 C -6.21122 1.73155 -3.06229  C6 1.548, O8 1.355, H20 1.090, H21 1.090
8 O -5.40135 1.34570 -2.04664  C7 1.355, C9 1.445
9 C -4.55186 2.29296 -1.36070  O8 1.445, H22 1.090, H23 1.090, H24 1.090
10 H -10.57727 3.65832 1.23905  C1 1.090
11 H -12.20836 4.44939 0.88185  C1 1.090
12 H -10.86968 4.60796 -0.20521  C1 1.090
13 H -11.27072 1.05169 -1.15869  C3 1.090
14 H -10.30915 1.46644 0.21983  C3 1.090
15 H -9.10784 3.26483 -0.75315  C4 1.090
16 H -9.89805 3.00060 -2.38326  C4 1.090
17 H -7.88381 1.42596 -0.90490  N5 1.010
18 H -7.23608 3.29467 -1.82379  C6 1.090
19 H -7.88421 2.91528 -3.44636  C6 1.090
20 H -5.72469 2.29343 -3.85959  C7 1.090
21 H -6.67625 0.84389 -3.49113  C7 1.090
22 H -4.12756 1.82141 -0.47429  C9 1.090
23 H -5.12073 3.18082 -1.08468  C9 1.090
24 H -3.78492 2.65049 -2.04778  C9 1.090
25 C -3.66848 -4.21998 -8.63265  O26 1.435, H34 1.090, H35 1.090, H36 1.090
26 O -3.29677 -4.37968 -7.25548  C25 1.435, C27 1.420
27 C -4.04107 -5.44652 -6.68623  O26 1.420, C28 1.560, H37 1.090, H38 1.090
28 C -3.93776 -5.40022 -5.12997  C27 1.560, N29 1.513, H39 1.090, H40 1.090
29 N -2.60870 -5.53356 -4.41893  C28 1.513, C30 1.487, H41 1.010
30 C -2.70781 -5.16646 -2.98167  N29 1.487, C31 1.510, H42 1.090, H43 1.090
31 C -1.40883 -5.22597 -2.21348  C30 1.510, O32 1.462, H44 1.090, H45 1.090
32 O -1.59224 -4.53737 -0.93676  C31 1.462, C33 1.403
33 C -0.48009 -4.23185 -0.13800  O32 1.403, H46 1.090, H47 1.090, H48 1.090
34 H -4.70052 -3.91097 -8.79855  C25 1.090
35 H -3.44122 -5.10363 -9.22899  C25 1.090
36 H -3.11768 -3.33155 -8.94155  C25 1.090
37 H -3.61911 -6.39202 -7.02697  C27 1.090
38 H -5.09226 -5.46104 -6.97413  C27 1.090
39 H -4.50699 -6.31845 -4.98523  C28 1.090
40 H -4.57038 -4.60359 -4.73846  C28 1.090
41 H -2.09656 -4.75655 -4.81144  N29 1.010
42 H -3.48573 -5.77322 -2.51825  C30 1.090
43 H -3.13946 -4.16651 -2.93838  C30 1.090
44 H -0.68078 -4.69460 -2.82641  C31 1.090
45 H -1.08482 -6.26651 -2.19336  C31 1.090
46 H 0.03239 -5.17018 0.07409  C33 1.090
47 H -0.72895 -3.82999 0.84418  C33 1.090
48 H 0.08409 -3.49420 -0.70869  C33 1.090
49 C 4.52889 1.65771 8.03638  O50 1.498, H58 1.090, H59 1.090, H60 1.090
50 O 3.79845 1.56608 6.73203  C49 1.498, C51 1.501
51 C 2.58618 2.44430 6.62266  O50 1.501, C52 1.548, H61 1.090, H62 1.090
52 C 2.18450 2.54904 5.13152  C51 1.548, N53 1.473, H63 1.090, H64 1.090
53 N 2.99673 3.43941 4.28467  C52 1.473, C54 1.410, H65 1.010
54 C 4.26453 2.84720 4.11153  N53 1.410, C55 1.586, H66 1.090, H67 1.090
55 C 4.99931 3.40495 2.82184  C54 1.586, O56 1.503, H68 1.090, H69 1.090
56 O 5.24934 4.87537 3.00968  C55 1.503, C57 1.443
57 C 5.82769 5.40548 1.79918  O56 1.443, H70 1.090, H71 1.090, H72 1.090
58 H 4.69822 2.68989 8.34305  C49 1.090
59 H 5.40587 1.01040 8.03434  C49 1.090
60 H 3.87379 1.20151 8.77855  C49 1.090
61 H 2.66949 3.41762 7.10622  C51 1.090
62 H 1.85966 1.86871 7.19622  C51 1.090
63 H 1.14056 2.86038 5.16849  C52 1.090
64 H 2.17665 1.53988 4.71968  C52 1.090
65 H 3.18616 4.29794 4.78181  N53 1.010
66 H 4.19382 1.76297 4.02456  C54 1.090
67 H 4.92230 2.99875 4.96737  C54 1.090
68 H 4.48945 3.14809 1.89331  C55 1.090
69 H 6.02870 3.04908 2.77952  C55 1.090
70 H 4.97011 5.70255 1.19553  C57 1.090
71 H 6.32979 4.64375 1.20273  C57 1.090
72 H 6.49500 6.21749 2.08802  C57 1.090
73 C 3.54665 -0.93490 -6.26817  O74 1.351, H82 1.090, H83 1.090, H84 1.090
74 O 3.48667 0.40716 -6.40946  C73 1.351, C75 1.357
75 C 3.79005 0.99462 -5.22420  O74 1.357, C76 1.509, H85 1.090, H86 1.090
76 C 2.98254 2.26803 -5.17483  C75 1.509, N77 1.438, H87 1.090, H88 1.090
77 N 1.67295 2.12949 -4.59702  C76 1.438, C78 1.462, H89 1.010
78 C 0.83177 1.33720 -5.49301  N77 1.462, C79 1.566, H90 1.090, H91 1.090
79 C -0.61271 1.17549 -4.90947  C78 1.566, O80 1.428, H92 1.090, H93 1.090
80 O -0.76734 -0.20026 -4.55897  C79 1.428, C81 1.422
81 C -2.05964 -0.54328 -4.07591  O80 1.422, H94 1.090, H95 1.090, H96 1.090
82 H 4.52625 -1.11984 -5.82740  C73 1.090
83 H 3.40415 -1.37245 -7.25627  C73 1.090
84 H 2.77885 -1.34451 -5.61180  C73 1.090
85 H 4.87085 1.12911 -5.26781  C75 1.090
86 H 3.52785 0.43386 -4.32704  C75 1.090
87 H 3.08577 2.81255 -6.11341  C76 1.090
88 H 3.44663 2.93235 -4.44587  C76 1.090
89 H 1.35337 3.00111 -4.19922  N77 1.010
90 H 1.26792 0.38145 -5.78359  C78 1.090
91 H 0.79239 1.84891 -6.45462  C78 1.090
92 H -1.35028 1.40161 -5.67951  C79 1.090
93 H -0.98178 1.78780 -4.08669  C79 1.090
94 H -2.01486 -1.59410 -3.78975  C81 1.090
95 H -2.84238 -0.19707 -4.75084  C81 1.090
96 H -2.18486 0.16991 -3.26118  C81 1.090
97 C -5.55636 1.33373 6.27116  O98 1.446, H106 1.090, H107 1.090, H108 1.090
98 O -6.13441 0.09999 5.78559  C97 1.446, C99 1.459
99 C -5.28133 -1.07592 5.91721  O98 1.459, C100 1.498, H109 1.090, H110 1.090
100 C -6.02187 -2.06692 5.07191  C99 1.498, N101 1.436, H111 1.090, H112 1.090
101 N -5.45403 -3.33603 4.71198  C100 1.436, C102 1.486, H113 1.010
102 C -4.46938 -3.24607 3.60294  N101 1.486, C103 1.567, H114 1.090, H115 1.090
103 C -3.96349 -4.70502 3.33401  C102 1.567, O104 1.467, H116 1.090, H117 1.090
104 O -5.14048 -5.48163 2.92934  C103 1.467, C105 1.369
105 C -5.00063 -6.80924 2.62528  O104 1.369, H118 1.090, H119 1.090, H120 1.090
106 H -5.02464 1.21294 7.21498  C97 1.090
107 H -6.22674 2.19291 6.24898  C97 1.090
108 H -4.82344 1.73504 5.57126  C97 1.090
109 H -5.28990 -1.48176 6.92880  C99 1.090
110 H -4.23834 -0.83623 5.71031  C99 1.090
111 H -6.18346 -1.56529 4.11777  C100 1.090
112 H -6.97256 -2.21758 5.58337  C100 1.090
113 H -6.13316 -4.07479 4.59748  N101 1.010
114 H -3.54418 -2.75733 3.90827  C102 1.090
115 H -4.90414 -2.82117 2.69820  C102 1.090
116 H -3.41328 -5.15847 4.15848  C103 1.090
117 H -3.23876 -4.68184 2.52017  C103 1.090
118 H -4.33042 -6.90607 1.77115  C105 1.090
119 H -5.92037 -7.27163 2.26699  C105 1.090
120 H -4.49753 -7.32853 3.44097  C105 1.090
121 C 1.20536 -1.80182 -2.75235  O122 1.414, H130 1.090, H131 1.090, H132 1.090
122 O 1.85186 -2.07981 -1.52646  C121 1.414, C123 1.411
123 C 3.20265 -2.45596 -1.68458  O122 1.411, C124 1.506, H133 1.090, H134 1.090
124 C 4.07177 -2.76636 -0.49493  C123 1.506, N125 1.478, H135 1.090, H136 1.090
125 N 3.25576 -3.57631 0.43313  C124 1.478, C126 1.482, H137 1.010
126 C 3.87253 -3.57255 1.78021  N125 1.482, C127 1.475, H138 1.090, H139 1.090
127 C 3.02255 -4.30449 2.73774  C126 1.475, O128 1.395, H140 1.090, H141 1.090
128 O 1.80508 -3.65604 2.94913  C127 1.395, C129 1.448
129 C 0.72471 -4.52656 3.36247  O128 1.448, H142 1.090, H143 1.090, H144 1.090
130 H 1.17827 -2.65044 -3.43588  C121 1.090
131 H 1.63450 -0.84453 -3.04821  C121 1.090
132 H 0.15552 -1.66469 -2.49324  C121 1.090
133 H 3.71947 -1.63254 -2.17751  C123 1.090
134 H 3.22783 -3.33258 -2.33188  C123 1.090
135 H 4.42733 -1.84031 -0.04313  C124 1.090
136 H 4.99057 -3.23714 -0.84459  C124 1.090
137 H 2.37946 -3.07781 0.49381  N125 1.010
138 H 3.97045 -2.51986 2.04545  C126 1.090
139 H 4.87616 -3.99768 1.77147  C126 1.090
140 H 3.41841 -4.49067 3.73611  C127 1.090
141 H 2.87382 -5.26971 2.25367  C127 1.090
142 H 0.81428 -5.55697 3.01848  C129 1.090
143 H -0.20561 -4.21864 2.88521  C129 1.090
144 H 0.59285 -4.44097 4.44107  C129 1.090
145 C 12.82022 4.22844 -4.18190  O146 1.403, H154 1.090, H155 1.090, H156 1.090
146 O 11.59129 3.92235 -4.78510  C145 1.403, C147 1.432
147 C 10.58652 3.92718 -3.76443  O146 1.432, C148 1.528, H157 1.090, H158 1.090
148 C 9.11845 4.06307 -4.16416  C147 1.528, N149 1.511, H159 1.090, H160 1.090
149 N 8.22837 4.23349 -2.95547  C148 1.511, C150 1.434, H161 1.010
150 C 6.89070 4.50863 -3.39302  N149 1.434, C151 1.568, H162 1.090, H163 1.090
151 C 5.94591 4.79357 -2.17428  C150 1.568, O152 1.425, H164 1.090, H165 1.090
152 O 4.57839 4.74518 -2.57279  C151 1.425, C153 1.401
153 C 3.74333 4.92404 -1.46202  O152 1.401, H166 1.090, H167 1.090, H168 1.090
154 H 13.60692 3.99233 -4.89845  C145 1.090
155 H 13.11610 3.74713 -3.24975  C145 1.090
156 H 12.81878 5.28015 -3.89556  C145 1.090
157 H 10.76726 4.75893 -3.08354  C147 1.090
158 H 10.69161 3.04811 -3.12859  C147 1.090
159 H 8.90521 3.19616 -4.78954  C148 1.090
160 H 8.93826 4.97347 -4.73584  C148 1.090
161 H 8.53241 4.97145 -2.33654  N149 1.010
162 H 6.63755 3.57938 -3.90342  C150 1.090
163 H 6.86202 5.36446 -4.06744  C150 1.090
164 H 6.31394 5.70304 -1.69940  C151 1.090
165 H 6.20333 4.11377 -1.36206  C151 1.090
166 H 2.72210 4.95362 -1.84195  C153 1.090
167 H 4.05475 5.87482 -1.02944  C153 1.090
168 H 3.69418 4.07277 -0.78303  C153 1.090
169 C 6.12636 -2.29947 4.03424  O170 1.403, H178 1.090, H179 1.090, H180 1.090
170 O 4.85484 -2.45342 4.60653  C169 1.403, C171 1.436
171 C 4.22812 -1.16765 4.73060  O170 1.436, C172 1.553, H181 1.090, H182 1.090
172 C 2.90581 -1.39458 5.51331  C171 1.553, N173 1.479, H183 1.090, H184 1.090
173 N 1.74150 -1.63016 4.63290  C172 1.479, C174 1.454, H185 1.010
174 C 0.42962 -1.76993 5.24453  N173 1.454, C175 1.529, H186 1.090, H187 1.090
175 C -0.15481 -0.53640 5.93289  C174 1.529, O176 1.423, H188 1.090, H189 1.090
176 O -1.32886 -0.88041 6.65991  C175 1.423, C177 1.410
177 C -1.73427 0.06742 7.62242  O176 1.410, H190 1.090, H191 1.090, H192 1.090
178 H 6.45983 -3.05351 3.32127  C169 1.090
179 H 6.85652 -2.31529 4.84339  C169 1.090
180 H 6.18545 -1.39239 3.43272  C169 1.090
181 H 3.96940 -0.54918 3.87114  C171 1.090
182 H 4.79801 -0.57534 5.44648  C171 1.090
183 H 2.87614 -0.54329 6.19340  C172 1.090
184 H 3.05304 -2.22471 6.20418  C172 1.090
185 H 2.05185 -2.30225 3.94580  N173 1.010
186 H 0.39464 -2.63145 5.91137  C174 1.090
187 H -0.26288 -2.04462 4.44886  C174 1.090
188 H -0.44521 0.23732 5.22216  C175 1.090
189 H 0.57613 -0.03363 6.56619  C175 1.090
190 H -2.56384 -0.38716 8.16396  C177 1.090
191 H -2.04595 1.00531 7.16275  C177 1.090
192 H -1.00046 0.31810 8.38845  C177 1.090
193 C -5.67775 -2.10885 -2.70382  O194 1.418, H202 1.090, H203 1.090, H204 1.090
194 O -6.80641 -2.95030 -2.53150  C193 1.418, C195 1.405
195 C -7.93116 -2.29943 -1.99612  O194 1.405, C196 1.612, H205 1.090, H206 1.090
196 C -8.93132 -3.39963 -1.37377  C195 1.612, N197 1.487, H207 1.090, H208 1.090
197 N -9.38727 -4.39352 -2.38204  C196 1.487, C198 1.451, H209 1.010
198 C -10.00112 -3.74485 -3.52597  N197 1.451, C199 1.538, H210 1.090, H211 1.090
199 C -10.07983 -4.70848 -4.72258  C198 1.538, O200 1.390, H212 1.090, H213 1.090
200 O -8.78217 -5.16127 -4.93249  C199 1.390, C201 1.388
201 C -8.63801 -6.07909 -5.96338  O200 1.388, H214 1.090, H215 1.090, H216 1.090
202 H -5.90655 -1.31287 -3.41246  C193 1.090
203 H -4.81840 -2.66145 -3.08361  C193 1.090
204 H -5.31814 -1.70048 -1.75936  C193 1.090
205 H -8.33456 -1.65345 -2.77591  C195 1.090
206 H -7.51986 -1.63436 -1.23676  C195 1.090
207 H -9.80025 -2.92865 -0.91415  C196 1.090
208 H -8.36308 -3.93242 -0.61133  C196 1.090
209 H -8.57400 -4.71328 -2.88843  N197 1.010
210 H -9.38014 -2.99978 -4.02331  C198 1.090
211 H -10.94280 -3.27861 -3.23620  C198 1.090
212 H -10.32129 -4.27806 -5.69445  C199 1.090
213 H -10.70298 -5.57633 -4.50662  C199 1.090
214 H -8.81228 -5.68689 -6.96532  C201 1.090
215 H -9.10120 -7.04620 -5.76775  C201 1.090
216 H -7.57955 -6.33884 -5.98075  C201 1.090
217 C -2.20565 -0.89543 -0.07690  O218 1.428, H226 1.090, H227 1.090, H228 1.090
218 O -1.33503 -1.17881 1.01889  C217 1.428, C219 1.455
219 C -1.59557 -0.40178 2.22149  O218 1.455, C220 1.593, H229 1.090, H230 1.090
220 C -1.09063 1.06099 1.84522  C219 1.593, N221 1.481, H231 1.090, H232 1.090
221 N 0.19534 1.15450 1.11687  C220 1.481, C222 1.465, H233 1.010
222 C 1.37446 0.92743 1.95593  N221 1.465, C223 1.543, H234 1.090, H235 1.090
223 C 2.52881 0.45024 1.04983  C222 1.543, O224 1.384, H236 1.090, H237 1.090
224 O 2.93037 1.44150 0.17157  C223 1.384, C225 1.462
225 C 4.02748 0.92452 -0.64480  O224 1.462, H238 1.090, H239 1.090, H240 1.090
226 H -3.16702 -1.33433 0.19004  C217 1.090
227 H -1.98940 -1.43323 -1.00000  C217 1.090
228 H -2.46720 0.14913 -0.24599  C217 1.090
229 H -0.88798 -0.87758 2.90049  C219 1.090
230 H -2.65475 -0.53480 2.44176  C219 1.090
231 H -0.94381 1.68248 2.72857  C220 1.090
232 H -1.77340 1.54373 1.14602  C220 1.090
233 H 0.15957 0.43926 0.40466  N221 1.010
234 H 1.21377 0.00619 2.51591  C222 1.090
235 H 1.66875 1.73459 2.62674  C222 1.090
236 H 2.22058 -0.43657 0.49606  C223 1.090
237 H 3.36125 0.06101 1.63605  C223 1.090
238 H 4.90912 0.49811 -0.16627  C225 1.090
239 H 4.48041 1.76918 -1.16393  C225 1.090
240 H 3.65126 0.26329 -1.42539  C225 1.090
241 C -2.20335 4.11290 4.35475  O242 1.238, N243 1.320, N244 1.253
242 O -3.10650 3.59132 3.68854  C241 1.238
243 N -1.03064 4.58624 3.97488  C241 1.320, H245 1.010, H246 1.010
244 N -2.27746 4.54057 5.53012  C241 1.253, H247 1.010, H248 1.010
245 H -0.69327 4.54784 3.02367  N243 1.010
246 H -0.35049 4.70025 4.71278  N243 1.010
247 H -3.00918 4.14769 6.10486  N244 1.010
248 H -1.50834 5.07199 5.91241  N244 1.010
249 C 0.12898 3.30781 -1.73959  O250 1.227, N251 1.285, N252 1.254
250 O -0.05584 4.09579 -2.66226  C249 1.227
251 N -0.33874 3.38604 -0.54583  C249 1.285, H253 1.010, H254 1.010
252 N 1.03347 2.43915 -1.74804  C249 1.254, H255 1.010, H256 1.010
253 H -1.03992 4.09206 -0.37269  N251 1.010
254 H -0.14042 2.72192 0.18881  N251 1.010
255 H 1.47432 2.34401 -2.65175  N252 1.010
256 H 1.38924 1.98064 -0.92142  N252 1.010
257 C 8.50549 0.48735 1.53912  O258 1.191, N259 1.323, N260 1.336
258 O 7.43421 0.98157 1.37447  C257 1.191
259 N 8.89740 -0.65451 0.99898  C257 1.323, H261 1.010, H262 1.010
260 N 9.43760 0.86781 2.41677  C257 1.336, H263 1.010, H264 1.010
261 H 9.88026 -0.88612 1.02011  N259 1.010
262 H 8.23014 -0.93477 0.29448  N259 1.010
263 H 9.22308 1.69740 2.95141  N260 1.010
264 H 10.27609 0.30517 2.43895  N260 1.010
265 C 1.66948 5.71193 1.59274  O266 1.186, N267 1.314, N268 1.296
266 O 1.85177 6.43891 2.51177  C265 1.186
267 N 1.33861 6.14557 0.39710  C265 1.314, H269 1.010, H270 1.010
268 N 1.94141 4.44573 1.63215  C265 1.296, H271 1.010, H272 1.010
269 H 1.27215 7.12815 0.17302  N267 1.010
270 H 1.11142 5.52578 -0.36731  N267 1.010
271 H 1.92106 3.88830 0.79016  N268 1.010
272 H 2.03089 4.08786 2.57237  N268 1.010
273 C 7.74122 0.67512 -2.36388  O274 1.215, N275 1.310, N276 1.240
274 O 7.64343 -0.52020 -2.16764  C273 1.215
275 N 7.51128 1.54996 -1.41575  C273 1.310, H277 1.010, H278 1.010
276 N 7.90148 1.36416 -3.38270  C273 1.240, H279 1.010, H280 1.010
277 H 7.46237 1.31712 -0.43417  N275 1.010
278 H 7.47172 2.54245 -1.59875  N275 1.010
279 H 7.95730 2.35775 -3.21027  N276 1.010
280 H 7.95641 1.01911 -4.33035  N276 1.010

Mulliken population analysis, charges in e, atoms 1 to 8:
1. C -0.67
2. O -0.43
3. C -0.43
4. C -0.45
5. N -0.20
6. C -0.81
7. C -0.72
8. O 0.03